Entry 1:
Computed, not measured: a 2-piece molecular cluster, C4H11NOPS overall at a distorted geometry, with ωB97M-V/def2-TZVPD.

LUMO (alpha / beta) in hartree: -0.1004 / -0.2071
E_tot in eV: -27976.01163
HOMO energy (alpha / beta) in eV: -8.389 / -14.156
ΔE to the lowest compared entry with this formula, charge and spin in kcal per mole: 0.0
Orbital gap (alpha / beta) in Eh: 0.2079 / 0.3131
⟨S²⟩: 2.0061

The geometry in ORCA input format:
```
! RIJCOSX wB97M-V def2-TZVPD def2/J DEFGRID3
* xyz 1 3
C -1.79 -0.25 -2.88
C 1.31 0.19 -1.00
C -1.13 0.41 0.85
C 1.20 -0.93 1.69
N -2.30 0.40 -3.74
O -1.27 -0.68 -1.93
P 0.27 -0.64 0.24
S -3.28 0.55 -5.07
H 1.87 1.02 -0.39
H 0.80 0.56 -1.80
H 2.03 -0.68 -1.30
H -1.69 0.92 0.04
H -0.67 1.39 1.15
H -1.93 -0.02 1.49
H 0.42 -1.39 2.23
H 1.56 -0.08 2.27
H 1.95 -1.78 1.57
H -0.26 -1.94 0.02
H -4.30 0.09 -4.37
*
```

=====

Entry 2:
Computed, not measured: a 2-piece molecular cluster, C4H11NOS overall at a distorted geometry, with ωB97M-V/def2-TZVPD.

LUMO (alpha / beta) in hartree: -0.0114 / 0.0239
E_tot in eV: -18693.78139
HOMO energy (alpha / beta) in eV: -7.569 / -7.987
ΔE to the lowest compared entry with this formula, charge and spin in kcal per mole: 141.5
Orbital gap (alpha / beta) in Eh: 0.2667 / 0.3174

The geometry in ORCA input format:
```
! RIJCOSX wB97M-V def2-TZVPD def2/J DEFGRID3
* xyz 0 1
C -2.05 -0.36 -0.51
C -3.25 -0.57 0.34
C 2.88 0.11 0.08
C 1.91 0.62 1.04
N -0.52 1.31 -1.48
O -1.13 1.57 1.02
S -0.74 0.56 0.05
H -1.79 -1.12 -1.21
H -3.78 0.31 0.41
H -3.71 -1.47 0.09
H -2.95 -0.75 1.36
H 3.81 0.64 0.27
H 3.13 -0.95 0.09
H 2.61 0.35 -0.87
H 1.84 1.72 0.98
H 1.18 0.11 1.69
H -0.33 0.62 -2.22
H 0.17 1.96 -1.29
*
```

=====

Entry 3:
Computed, not measured: the molecule C4H11NOS at a distorted geometry, with ωB97M-V/def2-TZVPD.

LUMO in hartree: 0.0332
E_tot in eV: -18697.44722
HOMO energy in eV: -8.361
ΔE to the lowest compared entry with this formula, charge and spin in kcal per mole: 57.0
Orbital gap in Eh: 0.3405
SMILES string: C[C@@H](CS)NCO

The geometry in ORCA input format:
```
! RIJCOSX wB97M-V def2-TZVPD def2/J DEFGRID3
* xyz 0 1
C -0.70 -1.50 -0.69
C 0.32 -0.48 -0.01
C 1.52 0.00 -0.81
S 3.08 -0.90 -0.75
N -0.46 0.78 0.15
C -0.98 1.14 1.37
O -1.66 2.33 1.12
H -0.22 -2.09 -1.48
H -1.04 -2.27 -0.04
H -1.64 -0.97 -0.96
H 0.57 -0.87 0.98
H 1.72 1.03 -0.59
H 1.17 0.09 -1.87
H 2.65 -2.09 -0.82
H -1.14 1.01 -0.66
H -0.30 1.31 2.08
H -1.72 0.37 1.62
H -1.17 3.11 1.38
*
```

=====

Number 2 is which compound?
C4H11NOS

=====

What is the formula in the second record?
C4H11NOS

=====

What is the E_tot in the first record?
-27976.01163 eV